This record from OMol25 describes an isolated ion of composition CH9BN2O5P and charge +1 in a non-equilibrium geometry. The level of theory is wB97M-V/def2-TZVPD.

HOMO energy: -14.2 eV
net charge: +1
HOMO-LUMO gap: 10.602 eV
2S+1: 1

Geometry (Å):
N (-2.090, -0.799, 1.412)
C (-1.565, -0.503, 0.125)
N (-0.196, 0.244, 0.199)
B (0.973, -0.681, 0.649)
O (0.716, -1.991, 0.861)
O (2.186, -0.112, 0.782)
P (0.142, 1.109, -1.312)
O (-0.993, 1.099, -2.207)
O (1.385, 0.311, -1.872)
O (0.569, 2.537, -0.813)
H (-1.963, -1.763, 1.675)
H (-1.806, -0.184, 2.158)
H (-1.399, -1.394, -0.460)
H (-2.241, 0.147, -0.412)
H (-0.281, 0.954, 0.935)
H (0.957, -2.259, 1.753)
H (2.844, -0.712, 0.415)
H (2.007, 0.919, -2.293)
H (0.756, 3.077, -1.595)